(1)
Density functional theory data (the ωB97M-V functional and the def2-TZVPD basis) for a structure of composition C53H60N2O11Pb.

The total energy comes out at -3185.64736 hartree. As for the net charge: -2.

Element x y z (Å)
Pb 0.12579 -1.29648 0.87537
C 3.07126 -2.53998 -1.14691
O 2.24319 -1.41548 -0.84513
C 2.22474 -0.48072 -1.86053
C 2.95235 0.69009 -1.68210
C 3.64965 0.98148 -0.37516
C 2.78561 1.51117 0.76836
C 3.43243 1.98224 1.90329
C 2.77292 2.59400 2.96936
C 1.40386 2.81935 2.80560
C 0.71697 2.36629 1.69371
C -0.73932 2.70374 1.44974
C -1.73563 1.56933 1.58878
C -2.09758 1.10638 2.85223
C -3.07087 0.12849 3.02754
C -3.57779 -0.47176 1.88060
C -3.21269 -0.08078 0.59727
C -3.79128 -0.86484 -0.57202
C -2.99684 -0.87396 -1.85072
C -3.53337 -0.35885 -3.01433
C -2.83161 -0.33423 -4.22000
C -1.54268 -0.84592 -4.19362
C -0.95840 -1.37405 -3.04599
C 0.47917 -1.85889 -3.09425
C 1.45951 -0.70133 -2.99746
C 1.55942 0.22889 -4.02754
C 2.33400 1.37658 -3.92809
C 3.00992 1.59766 -2.73012
C 2.39035 2.34641 -5.10757
C 2.90044 1.60953 -6.35536
C 3.32129 3.53054 -4.84322
C 0.98350 2.89522 -5.38936
C -1.70376 -1.45505 -1.84812
O -1.26099 -2.06470 -0.76930
C -3.49437 0.21072 -5.48358
C -4.71376 -0.65518 -5.83640
C -2.54584 0.20548 -6.68388
C -3.95643 1.65679 -5.25539
C -2.34650 1.00638 0.46544
O -2.08542 1.54026 -0.77811
C -3.15059 2.32123 -1.26648
C -3.61962 -0.27835 4.39562
C -2.89419 0.43989 5.53418
C -5.10732 0.10384 4.45406
C -3.47789 -1.78827 4.60966
C 1.36649 1.57043 0.70768
O 0.66202 0.92570 -0.15995
C 3.53639 2.95274 4.24416
C 4.23657 1.69764 4.78767
C 2.60256 3.46822 5.34160
C 4.58719 4.03335 3.95400
H 4.12236 -2.27525 -0.98934
H 2.93675 -2.85406 -2.18389
H 2.77843 -3.34286 -0.48008
H 4.40165 1.75067 -0.57486
H 4.19017 0.08947 -0.04283
H 4.51540 1.87518 1.94445
H 0.85136 3.37404 3.55707
H -0.81486 3.08872 0.43179
H -1.02814 3.49891 2.14419
H -1.60916 1.55786 3.70705
H -4.27329 -1.29998 1.97161
H -4.80816 -0.51440 -0.77989
H -3.87345 -1.89759 -0.22016
H -4.54278 0.04398 -2.97286
H -0.94813 -0.84337 -5.09930
H 0.64698 -2.39617 -4.03240
H 0.63120 -2.55757 -2.27389
H 0.98297 0.04962 -4.92754
H 3.57730 2.50736 -2.57695
H 3.87323 1.15383 -6.16007
H 3.00377 2.30643 -7.19262
H 2.21311 0.81770 -6.65560
H 4.34604 3.19870 -4.66394
H 2.99081 4.11228 -3.98128
H 3.32534 4.19160 -5.71390
H 0.26816 2.08524 -5.53736
H 0.98855 3.52128 -6.28709
H 0.63291 3.49399 -4.54657
H -4.40560 -1.68913 -6.00335
H -5.20628 -0.28546 -6.74205
H -5.44226 -0.65243 -5.02423
H -2.24218 -0.81033 -6.94412
H -1.64780 0.79302 -6.48139
H -3.04743 0.64309 -7.55127
H -4.67151 1.72048 -4.43396
H -4.43671 2.05424 -6.15546
H -3.10371 2.29259 -5.00749
H -4.08223 1.74945 -1.34049
H -2.86437 2.65704 -2.26292
H -3.32790 3.19235 -0.62192
H -2.95211 1.52580 5.42455
H -1.84500 0.14102 5.57436
H -3.35824 0.16977 6.48586
H -5.23445 1.18108 4.31534
H -5.52841 -0.17247 5.42524
H -5.68020 -0.40431 3.67682
H -2.43829 -2.08916 4.50488
H -4.06924 -2.34794 3.88118
H -3.82526 -2.05969 5.61106
H 3.50147 0.91726 4.99124
H 4.77165 1.92317 5.71594
H 4.95453 1.29913 4.07003
H 1.82487 2.73604 5.56432
H 2.12363 4.40776 5.05660
H 3.17426 3.64697 6.25639
H 5.31996 3.67823 3.22670
H 5.12119 4.31494 4.86786
H 4.10934 4.92473 3.54170
O 0.07597 -2.34118 5.23756
C 0.09516 -2.65789 4.04344
O -0.49684 -2.02964 3.10938
C 0.82481 -3.95920 3.68889
C 1.03362 -4.81790 4.72788
C 1.60489 -6.08802 4.54059
C 1.93230 -6.51474 3.27400
C 1.75719 -5.66808 2.19725
C 1.27643 -4.29550 2.34667
O 1.29297 -3.47758 1.39777
N 2.09730 -6.23234 0.90782
O 2.12984 -5.52269 -0.08033
O 2.36512 -7.43398 0.85591
N 1.83541 -6.95743 5.65758
O 1.53952 -6.56280 6.77805
O 2.33678 -8.06032 5.45656
H 0.73822 -4.50045 5.71736
H 2.32816 -7.50431 3.11317

***

(2)
Density functional theory data (the ωB97M-V functional and the def2-TZVPD basis) for the ion C5H11N2 with charge +1 at a distorted geometry.

The energy above the lowest of the compared OMol25 structures with the same formula, charge and spin is 4.7186 eV. As for the net charge: +1.

Element x y z (Å)
C -2.02414 0.45628 -0.06607
C -1.38180 -1.00503 0.01974
C 0.07029 -0.88899 -0.64339
C 1.25180 1.22486 -0.87278
C 1.10676 -0.02080 1.31272
N -1.62235 1.51722 -0.39361
N 0.73237 0.20107 -0.03289
H -3.09771 0.19877 0.34322
H -1.30132 -1.51763 1.03071
H -2.03114 -1.69148 -0.52100
H 0.66330 -1.85422 -0.25747
H -0.01619 -0.96515 -1.79494
H 1.31381 2.14888 -0.23429
H 2.27501 0.98308 -1.24737
H 0.49650 1.37505 -1.62275
H 0.41832 0.41860 1.98674
H 1.14991 -1.05499 1.45820
H 1.99656 0.47448 1.53521

***

(3)
Density functional theory data (the ωB97M-V functional and the def2-TZVPD basis) for a structure of composition C5H16N2OP at a distorted geometry.

The energy above the lowest of the compared OMol25 structures with the same formula, charge and spin is 1.4338 eV. As for the net charge: +1.

Element x y z (Å)
C 0.17587 2.55640 -1.04419
C 2.61414 -0.13659 0.31515
C -2.71099 -0.31086 0.58796
C 0.42402 0.97176 -1.22379
C 1.31397 0.28159 0.97184
N -0.24221 -2.78766 1.26807
N 0.12662 0.23431 0.04243
O -1.32396 -1.23451 -1.44683
P -1.04138 -0.89979 0.01804
H 0.77075 2.97282 -1.80988
H -0.86094 2.96157 -1.00812
H 0.71911 2.90086 -0.11916
H 2.42378 -1.17337 -0.16456
H 3.13003 0.47424 -0.35996
H 3.30377 -0.42385 1.22790
H -3.24660 0.18336 -0.28752
H -2.36905 0.33749 1.37297
H -3.33400 -1.02566 1.07539
H -0.26294 0.57852 -1.92243
H 1.40583 0.77365 -1.51116
H 1.10264 -0.48401 1.72474
H 1.21850 1.23794 1.41845
H 0.01355 -3.50750 0.60175
H -1.09106 -3.14835 1.92460
H -2.25946 -1.33236 -1.65167

***

(4)
Density functional theory data (the ωB97M-V functional and the def2-TZVPD basis) for the molecule C3H3N3O at a distorted geometry.

The energy above the lowest of the compared OMol25 structures with the same formula, charge and spin is 3.4762 eV. The structure (SMILES) is O=Cc1cnn[nH]1. As for the net charge: 0.

Element x y z (Å)
O 0.64071 1.37240 -1.59175
C 0.86570 1.28048 -0.29764
C -0.06472 0.17679 0.20065
C 0.05235 -0.62053 1.22021
N -0.80285 -1.68122 0.97724
N -1.23917 -1.43237 -0.26292
N -0.94496 -0.28739 -0.69049
H 1.69484 1.66990 0.05519
H 0.83278 -0.48367 2.02083
H -1.03467 0.00561 -1.63132

***

(5)
Density functional theory data (the ωB97M-V functional and the def2-TZVPD basis) for a structure of composition C15H16I2InO4STi at a distorted geometry.

The total energy comes out at -2913.45229 hartree. Its multiplicity is 2. As for the net charge: +4.

Element x y z (Å)
I -0.54644 0.12709 3.41534
I -2.51983 0.65799 -0.46112
In 0.73744 -1.12284 -1.29046
Ti 1.04826 0.27470 1.16371
S -0.47049 1.62573 0.37125
C 2.59899 1.61195 1.20304
C 2.72834 -0.83061 0.12452
C -0.37805 3.64521 0.32084
C -1.76134 3.97221 -0.18254
C 0.70624 3.95717 -0.67418
C -0.11934 4.21783 1.72104
C 1.50197 -2.56333 -3.04615
C 1.62962 0.95985 -2.72446
O 3.75214 -1.34910 -0.16313
O 3.41513 2.47685 1.34909
O 2.43892 -2.90862 -3.63482
O 2.12094 1.86535 -3.22861
H -1.75809 5.05793 -0.33929
H -2.55276 3.72193 0.53821
H -1.98367 3.46154 -1.12236
H 0.75588 5.04403 -0.85125
H 0.59168 3.52895 -1.67580
H 1.66077 3.60712 -0.26424
H -0.15014 5.32741 1.75581
H 0.88690 3.96456 2.08120
H -0.84903 3.90821 2.48958
C -0.36343 -1.64226 0.81929
C -0.68236 -3.04392 0.35982
C 0.18156 -4.10202 0.71201
C -0.19545 -5.37447 0.36995
C -1.38898 -5.60376 -0.29753
C -2.24074 -4.55854 -0.69562
C -1.88538 -3.25071 -0.36286
H 0.21857 -1.74606 1.75090
H -1.30641 -1.12529 1.03727
H 1.08492 -3.88799 1.27723
H 0.45572 -6.20548 0.61834
H -1.65788 -6.61155 -0.56809
H -3.17224 -4.69695 -1.26360
H -2.53197 -2.39011 -0.63235

***

(6)
Density functional theory data (the ωB97M-V functional and the def2-TZVPD basis) for a structure of composition C46H41Br2CaClN4O3Te at a distorted geometry.

The energy above the lowest of the compared OMol25 structures with the same formula, charge and spin is 0.0000 eV. Its multiplicity is 2. As for the net charge: -1.

Element x y z (Å)
Ca -0.65471 -1.92123 0.29842
Cl 6.61391 -4.03380 2.35804
C 5.29001 -3.34758 1.68498
C 5.17060 -2.97616 0.32715
C 3.94893 -2.69373 -0.25585
C 2.79522 -2.34925 0.48507
O 1.68753 -2.13592 -0.07445
C 2.94974 -2.58869 1.92942
C 1.84024 -2.54598 2.74544
N 0.62531 -2.30083 2.41435
C -0.35276 -2.22872 3.42203
C -0.09332 -2.97944 4.57942
C -0.70889 -2.63541 5.84193
C -1.66725 -1.66534 5.84542
C -2.07016 -0.97499 4.61085
C -3.02717 0.06598 4.49442
C -3.11140 0.88563 3.33521
C -2.34911 0.50953 2.20824
N -1.48597 -0.50095 2.29124
C -1.36173 -1.27334 3.40298
C 4.17566 -3.12402 2.47566
H 6.09965 -2.92695 -0.24532
H 3.84907 -2.76745 -1.32174
H 2.11030 -2.68370 3.80232
H 0.66534 -3.77741 4.52905
H -0.46212 -3.18190 6.76995
H -2.29990 -1.49917 6.75652
H -3.59040 0.23783 5.37659
H -3.62669 1.79836 3.38262
H -2.42427 1.01772 1.23749
H 4.21066 -3.32450 3.53579
C -0.93469 -2.49834 -3.58211
C -1.17233 -3.75310 -2.77950
C -1.22642 -4.98959 -3.49944
C -1.54722 -6.09232 -2.80139
C -1.86652 -6.00081 -1.38936
C -2.09507 -7.13914 -0.53194
Br -2.25848 -8.85391 -1.21755
C -2.43508 -7.04932 0.79891
C -2.47393 -5.83596 1.39666
Br -3.24494 -5.74490 3.09707
C -2.11098 -4.65263 0.68091
O -2.05965 -3.47823 1.20210
C -1.82555 -4.73918 -0.76939
N -1.42493 -3.61404 -1.49936
H -1.86959 -2.06392 -3.90796
H -0.20522 -2.66803 -4.43413
H -0.47885 -1.81451 -2.86833
H -0.79767 -4.98523 -4.47183
H -1.54805 -7.14498 -3.24851
H -2.65534 -7.95599 1.33681
C -3.29787 -0.53909 -1.67908
C -2.16941 0.54571 -1.71641
O -2.48212 1.60010 -2.27645
N -1.02316 0.15435 -1.15045
Te 0.49380 1.47099 -1.56395
C 0.98978 3.10103 -3.08980
C 0.25825 3.39954 -4.27652
C -0.64381 2.44794 -4.91864
C 0.52287 4.67012 -4.92376
C 1.49269 5.54023 -4.44351
C 1.79184 6.89728 -5.07010
C 2.28320 5.17052 -3.37772
C 2.00720 3.98198 -2.68338
C 3.00864 3.62314 -1.63720
C 0.30057 2.72482 0.25835
C 0.83870 2.15582 1.45246
C 1.97007 1.10270 1.48888
C 0.47245 2.73720 2.65030
C -0.06556 4.06449 2.68491
C -0.27333 4.78318 3.98933
C -0.45314 4.63409 1.49287
C -0.30886 3.95499 0.26175
C -0.99442 4.50425 -0.95064
H -3.15088 -1.43785 -1.01563
H -3.40727 -0.85968 -2.74097
H -4.26005 -0.05649 -1.38098
H -1.19683 1.84327 -4.18578
H -0.17749 1.78534 -5.64528
H -1.43926 2.95324 -5.48352
H -0.09057 4.97786 -5.78726
H 1.56006 7.73467 -4.36833
H 1.20982 7.06644 -5.95564
H 2.87574 6.94521 -5.29482
H 3.20243 5.67942 -3.18864
H 3.88868 4.22493 -1.84147
H 3.22234 2.53839 -1.60198
H 2.82626 3.79100 -0.56983
H 1.65639 0.16431 1.12314
H 2.34367 0.93908 2.51018
H 2.73649 1.59455 0.90124
H 0.62214 2.13551 3.51953
H 0.67799 4.98238 4.53837
H -0.80007 4.19942 4.76098
H -0.89871 5.66999 3.83630
H -1.00621 5.60223 1.43125
H -1.38485 3.72285 -1.62384
H -0.34068 5.09485 -1.57253
H -1.90329 4.97926 -0.64059

***

(7)
Density functional theory data (the ωB97M-V functional and the def2-TZVPD basis) for a structure of composition C36H50N8STl.

The total energy comes out at -2410.49797 hartree. As for the net charge: -1.

Element x y z (Å)
Tl 0.46727 -1.00798 -0.50316
C -1.93026 -2.52063 2.89153
C -2.91623 -2.41970 1.72228
C -3.75443 -3.69485 1.63640
C -3.72429 -1.15065 1.87849
C -4.66525 -1.07278 2.89536
C -5.37474 0.09300 3.12942
C -5.09588 1.20934 2.36350
C -4.15733 1.18475 1.33559
C -3.93958 2.49252 0.58132
C -2.48080 2.82963 0.26369
C -4.78573 2.55427 -0.69704
C -3.49208 -0.02853 1.04832
N -2.56790 -0.09229 0.00507
C -2.98774 -0.24448 -1.20163
C -2.23536 -0.14590 -2.40113
C -2.83361 -0.05598 -3.67254
C -1.81042 0.17043 -4.57516
C -0.61675 0.18469 -3.82563
N -0.85971 -0.01732 -2.52375
C 0.76043 0.44438 -4.39428
C 0.95370 -0.36482 -5.68389
C 1.84772 0.04720 -3.40305
C 0.88290 1.94646 -4.69269
H -1.38459 -3.46306 2.82792
H -2.45716 -2.48288 3.84869
H -1.22756 -1.68166 2.85943
H -2.33725 -2.34461 0.80245
H -4.27061 -3.90631 2.57610
H -3.09219 -4.53366 1.41690
H -4.49884 -3.61996 0.84227
H -4.84315 -1.94393 3.51599
H -6.12217 0.13360 3.91259
H -5.62320 2.13720 2.56270
H -4.30927 3.27908 1.24963
H -2.05857 2.17075 -0.48981
H -1.86966 2.73654 1.16187
H -2.41137 3.85913 -0.09736
H -4.39717 1.86793 -1.44872
H -4.76079 3.56477 -1.11225
H -5.82328 2.29225 -0.48226
H -4.06348 -0.39277 -1.37299
H -3.89399 -0.10437 -3.87818
H -1.90485 0.31452 -5.64135
H 0.75242 -1.41998 -5.49155
H 1.98348 -0.27063 -6.03852
H 0.28199 -0.02510 -6.47412
H 1.75515 -1.00739 -3.13485
H 1.78298 0.64140 -2.49309
H 2.83461 0.19925 -3.84405
H 0.11930 2.26316 -5.40577
H 1.86885 2.18172 -5.10517
H 0.74857 2.51540 -3.77126
C 3.46211 -3.20490 2.16060
N 2.30136 -3.77266 1.49573
C 2.29343 -4.32974 0.27173
N 3.49821 -4.55547 -0.31575
S 0.86135 -4.88117 -0.38867
H 3.18151 -2.96163 3.18471
H 3.79383 -2.29233 1.66184
H 4.27012 -3.93944 2.18452
H 1.39744 -3.44548 1.79153
H 4.20699 -3.84534 -0.18306
H 3.42782 -4.89609 -1.25947
C -0.78053 4.73507 3.60179
C -0.19155 3.60785 4.44691
C -1.20338 2.48224 4.65497
C 1.11962 3.08232 3.84316
N 0.98517 2.59469 2.48864
C 0.73092 1.35997 2.02961
N 0.72832 1.39649 0.72357
N 0.98606 2.66801 0.37952
N 1.14283 3.39592 1.41940
H -1.66884 5.14008 4.08833
H -1.06776 4.37523 2.61403
H -0.05938 5.54328 3.47120
H 0.07818 4.01451 5.42738
H -1.49532 2.02437 3.70852
H -2.10716 2.87344 5.12287
H -0.79588 1.70249 5.30211
H 1.50766 2.26803 4.45613
H 1.85796 3.88354 3.81416
H 0.55856 0.49206 2.64314
C 3.07065 -0.58305 -0.48081
C 4.17879 -0.82443 -0.95932
C 5.41320 -1.13478 -1.60474
C 5.71240 -0.56944 -2.85520
C 6.82362 -0.96956 -3.57358
C 7.68765 -1.92750 -3.05525
C 7.43987 -2.45672 -1.79746
C 6.32416 -2.06121 -1.07694
H 5.03926 0.17807 -3.25191
H 7.01268 -0.54553 -4.55264
H 8.54471 -2.25515 -3.63028
H 8.11932 -3.19290 -1.38414
H 6.15193 -2.47429 -0.08911

***

Among the records above, which one has the lowest net charge? C53H60N2O11Pb

***

Look up the net charge of the fourth one. 0

***

Look up the net charge of the second one. +1